This record from the OMol25 dataset describes a structure of composition C28H31IrN5. The level of theory is the ωB97M-V functional and the def2-TZVPD basis.

The geometry in XYZ format:
```
65
Properties=species:S:1:pos:R:3:forces:R:3:mulliken_spin:R:1
Ir -0.64775 0.11907 0.29146 0.031 0.095 0.153 1.528
C -0.06551 -0.47184 -3.12860 0.001 0.006 0.008 0.007
C 1.29099 -0.96619 -2.59115 0.002 0.013 0.014 0.025
C 2.00865 0.03279 -1.67209 0.004 -0.012 0.030 -0.050
N 1.55861 -0.02807 -0.29583 -0.057 -0.031 0.012 0.437
C 2.35594 -0.19228 0.76469 0.025 0.058 -0.039 -0.058
C 3.77797 -0.51781 0.56674 0.036 -0.019 0.052 0.455
C 4.81901 -0.49427 1.45647 0.023 -0.010 -0.106 -0.209
C 4.83176 -0.28469 2.83704 -0.046 0.022 0.082 0.486
C 3.69158 -0.21566 3.69433 0.035 0.011 -0.069 -0.140
C 2.39162 -0.13573 3.34644 -0.034 -0.007 0.015 0.278
C 1.74507 -0.02510 2.03256 -0.034 -0.026 0.057 0.330
N 0.40436 0.21350 2.03424 0.034 0.014 -0.055 0.369
C -0.22575 1.09365 3.00135 -0.002 -0.012 0.027 0.015
C -0.00493 2.58143 2.64984 0.021 0.006 0.006 0.014
C 0.18473 2.83038 1.15167 -0.013 0.005 -0.018 0.019
N -0.79187 2.13055 0.32798 -0.011 -0.063 0.013 -0.053
C -1.79028 2.69689 -0.33349 0.011 0.030 -0.014 -0.066
C -2.05704 4.08094 -0.26178 0.014 -0.009 0.011 0.101
C -3.04383 4.86385 -0.82823 -0.017 0.006 -0.011 -0.041
C -4.10827 4.51767 -1.64436 0.029 -0.011 0.018 0.098
C -4.39398 3.23543 -2.08382 -0.009 -0.009 -0.009 -0.039
C -3.72150 2.04525 -1.88470 -0.046 0.002 -0.020 0.102
C -2.53756 1.73117 -1.17748 0.028 0.001 0.000 -0.039
N -2.01290 0.51082 -1.20663 0.057 -0.021 -0.009 -0.023
C -2.44209 -0.44412 -2.22608 -0.014 0.006 -0.006 0.014
C -1.27763 -1.30954 -2.69492 -0.007 0.006 0.019 -0.005
H -0.03102 -0.40736 -4.21851 -0.002 -0.042 0.000 0.000
H -0.21298 0.55230 -2.77850 0.007 0.011 -0.018 -0.001
H 1.96183 -1.18903 -3.42398 0.006 0.036 -0.004 -0.008
H 1.16851 -1.90325 -2.04168 -0.006 -0.016 -0.014 0.000
H 1.81218 1.04907 -2.03659 -0.010 -0.003 -0.014 0.011
H 3.08351 -0.11202 -1.76331 0.023 0.021 0.022 0.015
H 4.05620 -0.80742 -0.43296 -0.035 -0.031 -0.031 0.049
H 5.79064 -0.69605 1.01512 0.003 -0.003 0.013 -0.009
H 5.79962 -0.28704 3.32157 0.008 0.006 -0.014 0.033
H 3.90300 -0.26797 4.75655 -0.020 0.002 0.007 -0.007
H 1.68789 -0.17738 4.16686 0.016 -0.015 0.011 0.056
H 0.12106 0.92278 4.02261 0.001 -0.005 -0.006 0.008
H -1.29144 0.86637 2.98712 -0.001 0.001 0.001 -0.002
H 0.89829 2.94395 3.14796 -0.005 0.001 0.003 0.003
H -0.84438 3.16615 3.03536 -0.007 -0.003 -0.011 0.003
H 1.16114 2.43841 0.85867 0.003 0.002 -0.004 -0.007
H 0.20886 3.90065 0.95374 0.003 0.000 0.013 -0.003
H -1.36951 4.63362 0.36146 -0.006 0.008 -0.001 0.014
H -2.97503 5.91664 -0.57411 0.003 -0.001 0.001 -0.004
H -4.77928 5.31000 -1.94865 -0.003 -0.001 -0.004 0.007
H -5.29373 3.13803 -2.68288 -0.001 0.006 0.002 -0.003
H -4.20845 1.19206 -2.33398 -0.005 0.019 0.014 0.013
H -2.82732 0.10214 -3.09101 0.018 -0.017 0.001 -0.003
H -3.25512 -1.07166 -1.84401 0.008 -0.006 -0.003 -0.005
H -1.63530 -1.93836 -3.51419 -0.009 0.014 -0.004 0.001
H -0.99187 -1.98569 -1.89474 0.015 -0.019 0.023 -0.004
N -0.71324 -1.74557 0.42097 -0.134 -0.053 -0.279 1.005
C -0.44267 -3.05476 0.37565 0.067 0.075 0.150 -0.070
C -1.47351 -4.00068 0.18207 0.009 -0.027 0.014 0.199
C -1.17538 -5.34707 0.11371 -0.011 0.016 -0.004 -0.087
C 0.13636 -5.79131 0.25213 0.011 -0.024 0.004 0.165
C 1.15810 -4.86949 0.45966 -0.002 0.021 -0.002 -0.082
C 0.88618 -3.51677 0.51877 0.005 -0.037 -0.026 0.128
H -2.49136 -3.64593 0.08390 0.000 0.004 0.002 -0.002
H -1.97277 -6.06225 -0.04447 0.000 0.000 0.001 -0.002
H 0.35992 -6.84870 0.20339 -0.002 0.001 -0.002 0.011
H 2.17885 -5.21183 0.57545 0.000 -0.001 0.001 -0.002
H 1.67283 -2.79266 0.68517 -0.004 0.006 -0.001 0.023
```
Forces are in eV/Å.

## Properties
Kohn-Sham gap (spin up / spin down), eV: 5.7 / 5.9
HOMO (spin up / spin down), eV: -5.4 / -7.1
Spin multiplicity: 6
E_LUMO (spin up / spin down), eV: 0.3035 / -1.1774



This record from the OMol25 dataset describes the ion C6H12N with charge +1. The level of theory is the ωB97M-V functional and the def2-TZVPD basis.

The geometry in XYZ format:
```
19
Properties=species:S:1:pos:R:3:forces:R:3:lowdin_charge:R:1
C -1.84136 -0.83768 0.39809 0.514 -0.176 -1.347 0.018
C -0.80100 0.09581 -0.14583 0.155 0.219 1.452 -0.336
C -0.54921 1.57293 0.21155 -0.489 1.630 -1.207 -0.005
N 0.92872 1.34466 0.17571 3.481 0.576 -2.772 0.115
C 0.71090 -0.08891 -0.22373 -0.757 0.980 -0.033 -0.413
C 1.65743 -1.06058 0.30755 -1.098 -1.549 -0.591 0.011
C -0.14445 -0.14243 -1.44320 0.723 -1.931 0.592 0.010
H -2.62304 -0.26498 0.78610 -1.565 0.952 0.398 0.068
H -1.55568 -1.45702 1.23668 0.492 -0.444 -0.155 0.094
H -2.19900 -1.37042 -0.50014 -0.164 -0.339 0.978 0.108
H -0.80516 2.24214 -0.64756 0.200 -0.456 0.611 0.149
H -0.84287 2.15768 1.08338 -0.227 -0.890 0.344 0.142
H 1.56877 1.90399 -0.59158 -2.053 -1.336 2.531 0.265
H 1.50573 1.18841 1.01578 -0.762 1.201 0.159 0.181
H 1.72880 -1.12752 1.39993 0.090 0.334 -0.215 0.105
H 2.61430 -0.91793 -0.19705 0.097 -0.624 0.186 0.107
H 1.07564 -1.96421 -0.01897 1.476 -0.044 0.333 0.127
H -0.23292 -1.17432 -1.79831 -0.112 0.364 0.078 0.148
H -0.02842 0.54089 -2.21229 0.000 1.534 -1.339 0.106
```
Forces are in eV/Å.

## Properties
SMILES: C[C@@]12C[NH2+][C@]1(C)C2
Kohn-Sham gap, eV: 11.1
HOMO, eV: -14.5
E_LUMO, eV: -3.3838
Total charge: +1



This record from the OMol25 dataset describes a structure of composition C28H25N7PPtSe2. The level of theory is the ωB97M-V functional and the def2-TZVPD basis.

The geometry in XYZ format:
```
64
Properties=species:S:1:pos:R:3:forces:R:3:mulliken_spin:R:1
Pt -0.49571 0.73805 -1.01542 -0.857 0.140 -0.340 1.406
Se 1.59729 -0.02395 0.09458 -0.017 -0.110 -0.528 0.955
P 1.19679 -0.30035 2.30338 1.244 -1.143 1.053 -0.009
Se -0.33761 1.05265 3.01868 -0.324 0.276 -0.006 0.942
C 0.73249 -2.03625 2.65118 -0.031 0.773 -0.507 0.013
C 0.02099 -2.31425 3.81248 -0.082 0.101 0.063 0.019
C -0.20081 -3.63455 4.16458 -0.052 0.113 0.114 0.011
C 0.29279 -4.66015 3.37428 0.009 -0.037 -0.046 0.003
C 0.99559 -4.37395 2.21428 0.053 0.034 -0.104 0.011
C 1.21079 -3.05885 1.84158 0.025 0.008 -0.235 0.024
C 2.83589 -0.05705 3.07788 -0.917 0.170 -0.448 0.012
C 3.13519 1.05445 3.85798 0.017 0.155 -0.074 0.012
C 4.41159 1.16495 4.38878 -0.027 0.218 0.109 -0.003
C 5.36749 0.19105 4.14468 0.014 0.002 -0.012 0.015
C 5.05729 -0.91305 3.36418 -0.195 -0.082 -0.075 0.004
C 3.78779 -1.04175 2.83348 0.166 -0.185 -0.093 -0.003
H -0.34781 -1.51805 4.44558 -0.033 0.021 0.101 -0.006
H -0.75251 -3.85765 5.06458 -0.034 -0.028 0.081 0.001
H 0.12919 -5.68705 3.66118 -0.018 -0.098 0.048 0.000
H 1.38659 -5.16845 1.59808 0.013 -0.108 -0.038 0.001
H 1.75089 -2.83615 0.92938 0.054 -0.065 -0.029 -0.007
H 2.39149 1.81845 4.04728 0.034 0.006 0.045 -0.011
H 4.66679 2.02465 4.99098 -0.029 0.023 0.064 0.000
H 6.36109 0.28195 4.55968 0.015 0.076 0.044 0.000
H 5.79309 -1.67625 3.17138 0.109 -0.086 0.011 0.000
H 3.53999 -1.91345 2.24698 0.052 -0.095 -0.068 -0.008
N -1.85871 4.47095 0.76098 -0.271 -0.347 -0.225 0.009
C -0.59031 4.71765 1.18348 0.731 -0.094 0.104 0.022
C 0.17629 3.66735 0.75448 0.023 0.536 0.392 -0.013
N -0.61631 2.79235 0.08628 -0.860 -0.519 -0.664 0.126
C -1.85181 3.29595 0.09538 0.626 0.168 0.194 -0.017
C -2.91941 2.57525 -0.53882 -0.364 -0.536 -0.291 -0.010
N -2.67181 1.37915 -1.07642 0.757 0.714 0.329 0.138
C -3.83981 0.91395 -1.57452 -0.539 0.072 -0.105 -0.002
C -4.82211 1.83635 -1.32972 -0.035 -0.564 -0.296 -0.001
N -4.22811 2.87625 -0.68552 0.421 0.132 0.200 0.002
H -2.65271 5.06925 0.93618 0.016 0.009 -0.019 0.001
H -0.31231 5.59375 1.73198 -0.046 0.224 0.112 0.002
H 1.22999 3.51025 0.88078 0.166 0.041 0.000 -0.007
H -3.90591 -0.03375 -2.06992 -0.090 -0.154 -0.081 0.000
H -5.86931 1.81425 -1.55302 -0.190 0.069 -0.060 0.000
H -4.70531 3.71925 -0.39702 0.053 -0.073 0.009 0.001
N -0.49091 -0.93965 -4.16422 0.174 -0.269 -0.267 0.006
C -0.74511 -1.76165 -3.09642 -0.094 -0.520 0.289 0.011
C -0.64331 -3.14985 -3.30342 -0.031 0.173 0.236 0.002
C -0.91991 -4.00655 -2.26422 -0.028 0.235 -0.098 0.000
C -1.34991 -3.48365 -1.04232 -0.078 0.340 0.080 0.009
C -1.43211 -2.11515 -0.91562 -0.126 -0.911 0.295 0.018
N -1.10591 -1.27625 -1.90672 0.344 0.836 -0.056 0.139
C -0.44451 0.42645 -4.28802 -0.059 0.662 -0.427 -0.013
C -0.40801 0.96245 -5.59392 -0.013 -0.092 0.352 0.011
C -0.31631 2.32095 -5.77762 -0.018 -0.171 0.232 -0.007
C -0.27701 3.14755 -4.65542 -0.065 -0.167 0.291 0.010
C -0.34871 2.56285 -3.41022 0.115 0.903 -0.564 -0.015
N -0.42261 1.24005 -3.22892 0.184 -0.585 0.968 0.183
H -0.35861 -1.43745 -5.03912 -0.014 0.178 0.244 0.000
H -0.33081 -3.51735 -4.26742 0.025 -0.101 -0.121 0.001
H -0.81771 -5.07195 -2.39602 -0.016 -0.119 -0.060 0.000
H -1.61701 -4.12465 -0.21792 -0.036 -0.036 0.067 0.001
H -1.78391 -1.65695 0.00518 0.103 -0.042 -0.056 -0.001
H -0.46341 0.29515 -6.44022 0.026 -0.097 -0.067 0.002
H -0.28551 2.74105 -6.77202 0.017 -0.018 -0.066 0.000
H -0.19671 4.21615 -4.75572 -0.008 0.138 0.060 0.001
H -0.33071 3.17545 -2.51582 0.012 -0.092 -0.055 0.004
```
Forces are in eV/Å.

## Properties
Kohn-Sham gap (spin up / spin down), eV: 7.7 / 4.3
HOMO (spin up / spin down), eV: -16.0 / -16.1
Spin multiplicity: 5
E_LUMO (spin up / spin down), eV: -8.3658 / -11.7915
Total charge: +3



The following F_max values (in eV/Å) correspond, in order, to the records above: 0.31, 4.49, 1.99.
The following E_tot values (in Ha) correspond, in order, to the records above: -1463.48170, -290.23828, -6727.90659.
The following energy above the lowest of the compared OMol25 structures with the same formula, charge and spin values (in kJ/mol) correspond, in order, to the records above: 0.0, 219.6, 46.2.